{"formula": "C5H6O2", "method": "ωB97M-V/def2-TZVPD", "total_charge": 0, "largest_force_ha_per_bohr": 0.067, "relative_energy_kj_mol": 533.4, "homo_lumo_gap_ev": 8.4358, "species": ["C", "C", "O", "C", "O", "C", "C", "H", "H", "H", "H", "H", "H"], "positions_angstrom": [[-1.843, -0.327, -0.272], [-0.625, -0.043, 0.578], [0.289, -1.217, 0.503], [1.508, -0.830, 0.056], [2.482, -1.507, -0.152], [1.417, 0.674, -0.037], [0.171, 1.199, 0.204], [-2.299, -1.268, 0.044], [-2.572, 0.484, -0.169], [-1.553, -0.406, -1.324], [-0.886, 0.050, 1.650], [2.495, 1.244, -0.230], [1.417, 1.946, -0.850]], "mulliken_charge": [-1.2080, 0.7306, -0.3593, 0.4054, -0.5529, -0.0550, -0.9759, 0.3260, 0.3489, 0.3210, 0.2594, 0.3542, 0.4056]}

=====

{"formula": "C4H14N3", "method": "ωB97M-V/def2-TZVPD", "total_charge": 1, "largest_force_ha_per_bohr": 0.091, "relative_energy_kj_mol": 409.4, "homo_lumo_gap_ev": 7.5764, "species": ["C", "C", "C", "C", "N", "N", "N", "H", "H", "H", "H", "H", "H", "H", "H", "H", "H", "H", "H", "H", "H"], "positions_angstrom": [[0.577, 1.233, -1.417], [0.522, 2.134, 1.312], [0.407, -1.579, 0.198], [-0.580, 0.930, -0.497], [-0.284, -2.826, 0.305], [-1.707, 0.316, -0.946], [-0.623, 1.766, 0.589], [0.907, 0.297, -1.994], [0.169, 1.999, -2.213], [1.390, 1.639, -0.936], [0.939, 2.993, 0.849], [0.308, 2.273, 2.367], [1.188, 1.236, 1.165], [0.963, -1.414, 1.138], [1.271, -1.607, -0.503], [0.311, -3.779, 0.631], [-0.728, -3.111, -0.531], [-1.680, -0.004, -1.907], [-2.479, 0.316, -0.337], [-0.990, -2.649, 0.978], [-1.400, 1.765, 1.140]], "mulliken_charge": [-1.2413, -0.9607, -1.0235, 0.6688, -0.3407, -0.3472, -0.1379, 0.3598, 0.3365, 0.4814, 0.3359, 0.3535, 0.3097, 0.2627, 0.2581, 0.3524, 0.2953, 0.2437, 0.2116, 0.3458, 0.2360]}

=====

{"formula": "C3H4O", "method": "ωB97M-V/def2-TZVPD", "smiles": "C1[C@@H]2O[C@H]12", "total_charge": 0, "largest_force_ha_per_bohr": 0.085, "relative_energy_kj_mol": 313.7, "homo_lumo_gap_ev": 10.4397, "species": ["C", "C", "O", "C", "H", "H", "H", "H"], "positions_angstrom": [[-0.502, -0.207, 0.515], [0.132, 0.858, -0.338], [-0.790, 0.453, -1.548], [0.037, -0.422, -0.884], [-1.605, -0.060, 0.594], [0.079, -0.472, 1.433], [0.906, 1.873, -0.341], [0.490, -1.296, -1.278]], "mulliken_charge": [-0.4425, -0.0255, -0.4369, -0.2320, 0.2069, 0.2485, 0.2744, 0.4071]}

=====

{"formula": "C31H32F5N3O2PRuSSe2", "method": "ωB97M-V/def2-TZVPD", "spin_multiplicity": 2, "total_charge": 0, "largest_force_ha_per_bohr": 0.081, "relative_energy_kj_mol": 209.5, "homo_lumo_gap_ev": [6.1900, 6.5132], "species": ["Ru", "S", "C", "C", "C", "C", "C", "C", "C", "C", "C", "N", "H", "H", "H", "H", "H", "H", "C", "C", "C", "C", "C", "C", "C", "O", "C", "C", "C", "H", "H", "H", "H", "H", "H", "H", "H", "H", "H", "H", "H", "F", "C", "C", "F", "C", "F", "C", "Se", "C", "F", "C", "F", "C", "P", "C", "C", "H", "H", "H", "H", "H", "H", "H", "H", "H", "Se", "C", "N", "C", "C", "N", "O", "H", "H", "H", "H", "H"], "positions_angstrom": [[1.019, -0.112, 0.258], [1.731, -0.832, 4.681], [0.438, -1.859, 4.184], [0.165, -1.743, 2.854], [0.993, -0.811, 2.182], [1.905, -0.245, 3.050], [2.906, 0.654, 2.579], [3.915, 1.240, 3.354], [4.854, 2.043, 2.749], [4.779, 2.264, 1.371], [3.756, 1.669, 0.666], [2.843, 0.889, 1.241], [-0.033, -2.501, 4.912], [-0.595, -2.330, 2.360], [3.939, 1.038, 4.417], [5.650, 2.496, 3.326], [5.501, 2.885, 0.862], [3.649, 1.811, -0.405], [-7.926, -0.673, -0.311], [-6.430, -0.575, -0.314], [-5.693, -0.871, 0.827], [-4.317, -0.736, 0.869], [-3.583, -1.169, 2.103], [-3.635, -0.252, -0.278], [-2.215, -0.002, -0.304], [-1.448, 0.018, 0.659], [-4.374, 0.003, -1.460], [-3.709, 0.472, -2.730], [-5.745, -0.162, -1.452], [-8.287, -1.201, 0.570], [-8.290, -1.189, -1.200], [-8.363, 0.328, -0.309], [-6.208, -1.239, 1.707], [-4.266, -1.645, 2.806], [-3.097, -0.330, 2.598], [-2.800, -1.875, 1.835], [-1.784, 0.256, -1.280], [-2.830, -0.124, -2.971], [-3.397, 1.515, -2.645], [-4.407, 0.395, -3.561], [-6.308, 0.022, -2.360], [2.413, -2.810, -6.299], [2.080, -1.950, -5.336], [0.791, -1.931, -4.834], [-0.117, -2.776, -5.324], [0.458, -1.027, -3.841], [-0.804, -0.989, -3.397], [1.388, -0.142, -3.309], [0.923, 1.096, -1.949], [2.669, -0.172, -3.845], [3.602, 0.670, -3.387], [3.021, -1.064, -4.838], [4.269, -1.077, -5.329], [1.317, 3.539, 1.395], [0.139, 2.150, 1.148], [-1.130, 3.044, 0.169], [-0.620, 2.107, 2.807], [0.782, 4.410, 1.773], [1.798, 3.790, 0.449], [2.084, 3.261, 2.118], [-1.212, 4.061, 0.552], [-2.095, 2.549, 0.247], [-0.827, 3.070, -0.879], [-1.018, 3.095, 3.039], [0.137, 1.828, 3.541], [-1.418, 1.369, 2.825], [-0.103, -4.486, -1.497], [0.286, -2.923, -0.854], [0.572, -1.885, -0.383], [5.537, -1.423, -0.951], [4.132, -1.434, -0.403], [3.983, -1.972, 0.825], [3.183, -0.981, -1.034], [6.173, -0.798, -0.322], [5.534, -1.022, -1.961], [5.946, -2.434, -0.962], [4.760, -2.305, 1.365], [3.063, -1.962, 1.245]], "lowdin_spin": [0.8825, -0.0017, 0.0003, -0.0003, -0.0094, 0.0001, 0.0010, -0.0004, 0.0024, -0.0002, 0.0019, -0.0024, 0.0000, 0.0001, -0.0001, 0.0002, 0.0000, 0.0000, 0.0000, -0.0002, 0.0000, -0.0001, 0.0002, 0.0014, 0.0033, 0.0376, 0.0002, 0.0000, 0.0001, 0.0000, 0.0000, 0.0000, 0.0000, 0.0000, 0.0000, 0.0001, 0.0005, 0.0000, 0.0000, 0.0000, 0.0000, 0.0001, 0.0003, 0.0000, 0.0000, 0.0005, 0.0003, 0.0017, 0.0001, 0.0007, 0.0001, 0.0000, 0.0000, 0.0002, -0.0103, -0.0029, -0.0030, -0.0002, 0.0000, 0.0001, -0.0006, 0.0000, -0.0001, -0.0006, 0.0000, 0.0000, -0.0034, 0.0046, 0.0260, 0.0030, 0.0057, 0.0007, 0.0590, 0.0006, 0.0001, -0.0001, -0.0001, 0.0007]}

=====

{"formula": "C53H48CoF3N10Sb", "method": "ωB97M-V/def2-TZVPD", "spin_multiplicity": 4, "total_charge": 2, "largest_force_ha_per_bohr": 0.006, "homo_lumo_gap_ev": [7.9300, 7.4934], "species": ["Co", "C", "C", "C", "C", "C", "C", "C", "N", "N", "C", "C", "C", "C", "C", "C", "N", "C", "C", "C", "C", "C", "C", "N", "H", "H", "H", "H", "H", "H", "H", "H", "H", "H", "H", "H", "H", "H", "H", "H", "H", "H", "H", "H", "F", "C", "C", "C", "C", "C", "C", "Sb", "C", "C", "C", "C", "F", "C", "C", "C", "C", "C", "C", "F", "C", "C", "H", "H", "H", "H", "H", "H", "H", "H", "H", "H", "H", "H", "C", "C", "C", "N", "C", "C", "H", "H", "H", "H", "H", "C", "C", "N", "C", "C", "N", "C", "N", "N", "N", "C", "C", "C", "C", "C", "C", "H", "H", "H", "H", "H", "H", "H", "H", "H", "H", "H"], "positions_angstrom": [[0.146, 1.027, 0.356], [-1.917, -0.798, 2.121], [-2.144, -1.807, 1.007], [-1.884, -1.439, -0.434], [-2.623, -2.129, -1.395], [-2.353, -1.961, -2.736], [-1.341, -1.082, -3.099], [-0.672, -0.418, -2.099], [-0.914, -0.581, -0.785], [-0.566, -0.209, 2.171], [0.416, -1.299, 2.304], [1.815, -0.769, 2.294], [2.828, -1.368, 3.022], [4.100, -0.823, 2.971], [4.303, 0.323, 2.217], [3.237, 0.851, 1.515], [2.012, 0.309, 1.529], [-0.473, 0.700, 3.333], [-0.736, 2.137, 2.981], [-1.352, 2.988, 3.884], [-1.481, 4.329, 3.567], [-0.994, 4.779, 2.349], [-0.424, 3.861, 1.492], [-0.288, 2.561, 1.791], [-2.106, -1.324, 3.066], [-2.647, 0.009, 2.067], [-3.187, -2.115, 1.084], [-1.569, -2.716, 1.208], [-3.393, -2.817, -1.073], [-2.914, -2.505, -3.485], [-1.080, -0.914, -4.135], [0.111, 0.284, -2.353], [0.305, -1.956, 1.441], [0.234, -1.890, 3.210], [2.622, -2.249, 3.616], [4.914, -1.272, 3.526], [5.271, 0.802, 2.169], [3.370, 1.741, 0.914], [0.540, 0.652, 3.736], [-1.146, 0.380, 4.133], [-1.719, 2.598, 4.825], [-1.962, 5.014, 4.254], [-1.086, 5.814, 2.053], [-0.083, 4.171, 0.514], [-2.345, -7.795, -1.597], [-1.441, -6.825, -1.416], [-0.745, -6.348, -2.510], [0.189, -5.339, -2.316], [0.420, -4.816, -1.045], [-0.307, -5.320, 0.035], [-1.238, -6.334, -0.141], [1.701, -3.125, -0.793], [2.729, -3.255, -2.658], [2.493, -2.283, -3.629], [3.116, -2.340, -4.870], [3.982, -3.387, -5.120], [4.590, -3.449, -6.309], [4.239, -4.373, -4.185], [3.606, -4.302, -2.953], [3.258, -3.872, 0.469], [2.964, -4.585, 1.631], [3.960, -4.913, 2.542], [5.253, -4.501, 2.280], [6.220, -4.807, 3.156], [5.584, -3.793, 1.143], [4.577, -3.480, 0.239], [-0.931, -6.775, -3.487], [0.740, -4.963, -3.170], [-0.162, -4.923, 1.035], [-1.803, -6.746, 0.686], [1.804, -1.468, -3.426], [2.942, -1.597, -5.637], [4.918, -5.180, -4.429], [3.799, -5.076, -2.219], [1.952, -4.918, 1.834], [3.752, -5.486, 3.436], [6.615, -3.509, 0.970], [4.835, -2.926, -0.657], [4.039, 2.265, -2.472], [3.258, 3.283, -1.944], [2.132, 2.950, -1.214], [1.761, 1.685, -0.978], [2.540, 0.708, -1.472], [3.670, 0.950, -2.229], [4.922, 2.492, -3.055], [3.511, 4.323, -2.098], [1.501, 3.726, -0.803], [2.266, -0.310, -1.211], [4.247, 0.118, -2.611], [-3.227, 2.443, 0.509], [-2.414, 2.782, -0.687], [-1.223, 2.289, -0.984], [-0.865, 2.865, -2.192], [-1.837, 3.711, -2.605], [-2.826, 3.641, -1.652], [-4.020, 4.474, -1.642], [-4.086, 5.320, -0.485], [-3.051, 6.150, -0.204], [-3.279, 6.744, 0.902], [-4.492, 6.304, 1.398], [-5.173, 6.643, 2.572], [-6.370, 6.010, 2.808], [-6.893, 5.061, 1.902], [-6.238, 4.724, 0.738], [-5.022, 5.375, 0.509], [-2.681, 1.705, 1.085], [-4.192, 2.019, 0.222], [-3.412, 3.312, 1.144], [0.053, 2.632, -2.701], [-1.912, 4.345, -3.472], [-4.917, 3.860, -1.658], [-3.987, 5.077, -2.546], [-4.774, 7.387, 3.249], [-6.937, 6.252, 3.696], [-7.842, 4.594, 2.126], [-6.662, 4.012, 0.041]], "lowdin_spin": [2.7566, 0.0011, 0.0003, 0.0036, 0.0012, 0.0008, 0.0006, 0.0028, 0.0309, 0.0359, 0.0022, 0.0018, 0.0008, -0.0004, 0.0012, 0.0031, 0.0342, 0.0012, 0.0036, 0.0009, 0.0004, 0.0010, 0.0037, 0.0328, 0.0012, 0.0001, -0.0001, 0.0001, 0.0002, 0.0000, 0.0001, 0.0004, 0.0001, 0.0011, 0.0002, 0.0000, 0.0002, 0.0001, 0.0000, 0.0004, 0.0002, 0.0000, 0.0002, 0.0004, 0.0000, 0.0000, 0.0000, 0.0000, 0.0001, 0.0000, 0.0000, 0.0002, 0.0001, 0.0000, 0.0000, 0.0000, 0.0000, 0.0000, 0.0000, 0.0000, 0.0000, 0.0000, 0.0000, 0.0000, 0.0000, 0.0000, 0.0000, 0.0000, 0.0000, 0.0000, 0.0000, 0.0000, 0.0000, 0.0000, 0.0000, 0.0000, 0.0000, 0.0000, -0.0007, 0.0009, 0.0021, 0.0307, 0.0041, 0.0015, 0.0000, 0.0002, 0.0002, 0.0011, 0.0002, -0.0007, 0.0009, 0.0310, 0.0016, 0.0010, 0.0003, 0.0003, 0.0000, 0.0000, 0.0001, 0.0000, 0.0000, 0.0000, 0.0000, 0.0000, 0.0000, -0.0005, -0.0001, -0.0001, 0.0001, 0.0002, 0.0000, 0.0001, 0.0000, 0.0000, 0.0000, 0.0000]}

=====

{"formula": "C4H9NO", "method": "ωB97M-V/def2-TZVPD", "total_charge": 0, "largest_force_ha_per_bohr": 0.087, "relative_energy_kj_mol": 257.2, "homo_lumo_gap_ev": 10.0773, "species": ["C", "C", "N", "C", "O", "C", "H", "H", "H", "H", "H", "H", "H", "H", "H"], "positions_angstrom": [[-2.367, 0.580, 0.050], [-1.123, -0.249, -0.505], [0.098, 0.396, -0.135], [1.098, -0.574, 0.053], [0.795, -1.701, 0.409], [2.510, -0.081, 0.162], [-3.337, 0.140, -0.204], [-2.410, 1.660, -0.164], [-2.321, 0.528, 1.160], [-1.171, -1.203, -0.012], [-0.548, -0.803, -1.690], [0.212, 1.234, -0.708], [2.630, 0.897, -0.299], [3.294, -0.767, -0.176], [2.623, 0.007, 1.246]], "mulliken_charge": [-1.0754, -0.3234, -0.2441, 0.6486, -0.5870, -0.9930, 0.3298, 0.3049, 0.2953, 0.3148, 0.1994, 0.2751, 0.3008, 0.3113, 0.2430]}